1.
DFT (wB97M-V/def2-TZVPD) results for 2 unconnected molecules or ions with the total composition C2H3BrFNO2 in a non-equilibrium geometry.

Structure (XYZ):
```
10
Properties=species:S:1:pos:R:3:nbo_charge:R:1
C -0.9450 -0.9637 -0.8267 -0.48
C 0.1268 0.7793 0.1542 0.32
N 1.3908 0.2560 0.7071 0.45
O 2.2605 0.1935 -0.1185 -0.35
O 1.4090 -0.0825 1.8538 -0.35
F 0.2332 1.5431 -0.9273 -0.32
Br -1.1002 1.4756 1.4923 0.07
H -1.3421 -0.7656 -1.8578 0.23
H -0.3086 -1.6917 -0.4006 0.21
H -1.7246 -0.7441 -0.0766 0.20
```

HOMO (alpha / beta): -9.90 / -9.90 eV
F_max: 4.82 eV Å⁻¹
M: 171.95 g mol⁻¹
Orbital gap (alpha / beta): 8.75 / 8.75 eV
Net charge: 0
E_tot: -2956.9022 a.u.
ΔE to the lowest compared entry with this formula, charge and spin: 284.6 kJ/mol

***

2.
DFT (wB97M-V/def2-TZVPD) results for a molecular structure, C2H3BrI2 in a non-equilibrium geometry.

Structure (XYZ):
```
8
Properties=species:S:1:pos:R:3:nbo_charge:R:1
C -0.0004 0.1502 -0.1876 -0.80
C 0.3161 1.4215 -0.8176 -0.25
Br 0.9339 2.9433 0.2980 0.09
I 1.8045 1.2673 -2.5187 0.19
I -1.8256 2.4180 -1.7899 0.00
H -0.2843 -0.5264 -0.9575 0.26
H 0.8391 -0.0823 0.4689 0.25
H -0.9751 0.0733 0.4761 0.26
```

HOMO: -9.41 eV
F_max: 3.90 eV Å⁻¹
M: 360.76 g mol⁻¹
Orbital gap: 7.81 eV
Net charge: 0
E_tot: -3247.3481 a.u.
ΔE to the lowest compared entry with this formula, charge and spin: 90.8 kJ/mol